[1]
{"formula": "C37H36N6O4Pb", "method": "ωB97M-V/def2-TZVPD", "elements": ["H", "O", "H", "N", "H", "C", "C", "O", "N", "C", "C", "H", "H", "C", "C", "C", "H", "C", "H", "C", "H", "H", "H", "H", "Pb", "C", "C", "H", "H", "H", "C", "O", "H", "H", "C", "H", "H", "H", "H", "O", "H", "C", "H", "C", "H", "H", "H", "C", "C", "C", "C", "N", "H", "H", "C", "C", "N", "N", "C", "C", "C", "H", "H", "C", "H", "C", "C", "H", "H", "C", "H", "C", "C", "C", "C", "C", "C", "C", "H", "C", "N", "H", "C", "H"], "coordinates": [[3.240, -2.063, 3.866], [-1.869, 0.865, -0.525], [-1.491, 1.487, 1.828], [-0.926, -1.930, 1.823], [-4.172, 0.696, 2.673], [-3.431, 1.501, 2.696], [2.427, 1.353, -2.936], [0.178, 2.316, 1.136], [1.086, 2.511, -1.365], [-1.425, 5.784, 2.955], [0.105, -3.880, 5.341], [2.477, -1.819, -2.147], [-1.568, 5.858, 4.025], [-5.885, -3.539, 1.100], [0.063, 3.399, 0.461], [-4.146, 2.850, 2.644], [4.443, 0.173, -5.384], [3.237, 1.363, -4.069], [-1.896, 7.578, 0.124], [-6.570, -3.499, -0.108], [-6.449, -3.022, -2.200], [-2.039, -1.921, -3.387], [0.310, -4.330, 6.302], [-2.081, -4.047, 2.770], [0.557, 0.335, -0.256], [-5.233, 2.901, 1.575], [2.254, 3.926, -2.953], [-2.869, 1.414, 3.626], [-4.204, 1.076, -1.187], [3.439, 2.284, -4.594], [0.908, -2.847, 4.892], [1.435, -1.246, 3.202], [-2.308, 7.697, 2.557], [-5.732, 3.870, 1.631], [0.642, -2.204, 3.691], [-4.813, 0.551, 0.392], [-0.475, 3.859, 3.051], [-6.388, -3.888, 1.991], [1.739, -2.525, 5.501], [-0.545, -1.821, -1.325], [-0.847, 5.564, -0.851], [-2.490, -2.371, 0.047], [-5.985, 2.136, 1.791], [-4.713, 2.703, 0.152], [-4.026, -3.198, 2.104], [-3.410, 3.638, 2.473], [-1.567, -5.170, 4.901], [3.525, -0.997, -3.833], [-0.497, -2.610, 2.932], [2.705, -0.928, -2.719], [-4.580, -2.705, -1.216], [-2.468, 1.299, 1.616], [2.145, 3.950, -4.036], [3.295, 4.145, -2.706], [-2.751, 1.135, 0.328], [3.797, 0.176, -4.517], [2.178, 0.209, -2.277], [0.526, 3.548, -0.768], [-3.891, -2.731, 0.011], [-1.824, 6.828, 2.133], [-1.736, -2.099, -1.271], [-3.929, 3.434, -0.063], [2.758, -0.536, 4.662], [-1.004, 5.637, 0.214], [-4.606, 3.028, 3.618], [2.763, -1.093, 3.726], [1.860, 2.597, -2.388], [1.627, 4.701, -2.521], [3.312, -0.527, 2.976], [-5.925, -3.063, -1.254], [-7.604, -3.810, -0.156], [-4.561, -3.150, 1.165], [-0.602, 4.582, 1.037], [-2.552, -2.126, -2.457], [-0.959, -4.343, 4.564], [-0.819, 4.663, 2.412], [-1.243, -3.730, 3.376], [-3.872, -2.369, -2.425], [3.940, -1.942, -4.151], [-4.180, 1.284, -0.119], [-1.914, -2.326, 1.203], [-5.534, 2.894, -0.539], [-1.607, 6.755, 0.763], [-4.436, -2.354, -3.349]], "lumo_ev": -8.29, "e_homo_ev": -12.24, "charge": 2, "relative_energy_kcal_mol": 35.57}

---

[2]
{"formula": "C37H37AsIN4O3PTi", "method": "ωB97M-V/def2-TZVPD", "elements": ["N", "C", "C", "C", "H", "H", "As", "H", "H", "O", "N", "C", "C", "C", "C", "H", "C", "H", "C", "H", "H", "H", "C", "C", "H", "C", "C", "H", "H", "H", "C", "C", "H", "H", "C", "H", "H", "C", "N", "P", "H", "H", "C", "H", "C", "C", "C", "H", "Ti", "O", "H", "C", "H", "C", "C", "H", "H", "C", "C", "H", "H", "H", "H", "C", "H", "C", "C", "H", "C", "H", "C", "I", "O", "C", "H", "N", "H", "C", "C", "H", "C", "C", "H", "C", "H"], "coordinates": [[-2.559, -4.309, 1.086], [0.678, 2.471, -3.767], [-1.131, -0.907, -2.081], [-2.986, -3.286, 1.438], [-2.675, 0.992, -3.768], [3.592, 2.124, 2.460], [0.122, -3.575, 2.733], [3.836, 2.927, -4.910], [1.463, -1.555, 7.737], [1.859, 2.714, 0.534], [-3.488, -2.159, 1.891], [1.321, -1.168, 6.735], [-0.082, -0.829, 4.804], [1.780, -3.651, 3.695], [2.078, 3.741, -5.830], [-1.947, -3.293, 4.108], [-0.906, -2.696, -3.735], [1.415, -0.592, -1.071], [-1.620, -0.513, -0.741], [-4.894, 2.066, -3.837], [-1.997, 0.514, -0.717], [3.916, 1.635, -2.980], [2.351, -0.489, 6.093], [-1.120, -4.000, 4.131], [-0.583, -3.919, 5.071], [-4.107, 2.490, -3.226], [-3.325, 4.149, -1.680], [-1.085, -3.727, -4.018], [1.339, -5.149, 1.274], [0.820, -2.204, -0.656], [2.842, 1.544, -2.818], [0.697, 3.851, -5.760], [1.898, -4.703, 3.969], [-1.067, 3.324, -4.676], [0.952, -0.153, 4.137], [-1.509, -5.003, 3.972], [0.078, -2.156, -5.581], [-2.855, 1.889, -3.187], [-2.279, -0.037, 2.111], [-0.146, 1.654, -2.334], [-5.307, 4.118, -2.503], [-0.212, -5.866, 1.828], [-0.486, -0.045, -2.956], [2.614, -3.325, 3.085], [2.187, 0.057, 4.816], [2.900, 1.468, 2.971], [-0.049, -0.512, -4.201], [2.627, 4.223, -6.630], [-0.333, -0.404, 1.069], [0.106, 1.286, 0.663], [3.304, -0.351, 6.594], [0.094, -1.311, 6.092], [4.152, 1.010, 4.653], [0.281, -4.974, 1.444], [1.109, -1.240, -0.248], [1.715, -3.038, 4.592], [-1.304, 5.096, -0.328], [-4.338, 3.633, -2.475], [-2.811, -1.081, 2.002], [-1.841, -2.908, -1.823], [-0.853, 3.449, 0.148], [2.610, 1.861, -1.797], [-1.041, -0.901, 4.308], [3.195, 0.864, 4.166], [-2.433, -1.187, -0.475], [-2.068, 3.554, -1.626], [-1.332, -2.231, -2.502], [0.155, 4.420, -6.505], [1.269, 1.831, 1.111], [-0.039, 4.206, -1.193], [1.677, 1.202, 2.365], [2.984, -1.653, 0.761], [-0.265, -2.137, 1.963], [0.010, 3.223, -4.729], [-0.734, -1.787, 6.606], [0.738, 0.340, 2.881], [2.578, 0.485, -2.894], [-1.827, 2.412, -2.406], [2.755, 3.006, -4.865], [-3.512, 5.036, -1.083], [-0.254, -1.826, -4.604], [-1.009, 4.116, -0.703], [-0.218, -4.659, 0.531], [2.077, 2.364, -3.834], [0.455, 0.165, -4.875]], "lumo_ev": [2.22, 2.20], "e_homo_ev": [-2.83, -4.99], "charge": -1, "s2": 0.7732, "spin_multiplicity": 2, "relative_energy_kcal_mol": 0.00}

---

[3]
{"formula": "C37H37BeF5P2", "method": "ωB97M-V/def2-TZVPD", "elements": ["Be", "H", "H", "H", "F", "H", "C", "H", "C", "H", "H", "C", "H", "H", "C", "F", "C", "C", "H", "P", "C", "C", "H", "C", "C", "C", "C", "H", "H", "F", "C", "H", "H", "H", "C", "H", "H", "H", "C", "F", "C", "H", "C", "C", "H", "H", "H", "F", "C", "C", "H", "H", "C", "H", "C", "C", "H", "H", "H", "C", "H", "H", "C", "C", "C", "C", "H", "P", "C", "C", "H", "C", "C", "C", "H", "C", "H", "C", "C", "H", "C", "H"], "coordinates": [[2.038, -1.677, -1.874], [3.203, -0.117, -0.585], [-0.088, -6.519, -11.310], [0.914, -4.825, -9.787], [2.848, -3.204, -0.362], [-2.990, -2.440, -4.155], [-2.706, -3.307, -6.128], [0.536, 4.684, -7.298], [-2.549, 1.253, 1.383], [-2.175, -3.988, -8.111], [-3.743, 1.637, -1.367], [3.513, 2.069, -13.387], [-2.131, 3.339, 1.314], [0.081, 2.441, -2.070], [-1.789, 1.333, -2.351], [0.622, -0.554, 0.421], [-2.406, -2.427, -5.076], [-0.912, -2.372, -7.438], [3.824, 2.450, -14.361], [2.059, 0.329, -9.276], [-0.566, -5.538, -11.194], [2.467, 4.044, -6.574], [-3.139, 2.846, -0.036], [-1.002, 2.536, -0.254], [2.093, 1.802, -8.188], [-1.349, -1.515, -5.213], [-2.843, -0.235, -0.635], [-1.847, 1.236, 2.227], [-3.242, -3.742, -12.322], [2.660, -1.812, 1.384], [-1.732, -5.243, -11.911], [2.900, 0.142, -14.171], [-3.636, 0.229, -2.455], [2.173, -0.733, -11.965], [-0.524, -0.638, -9.530], [-3.530, -4.002, -6.023], [-2.241, -2.049, -10.854], [-1.600, -0.581, -9.737], [1.006, -1.670, -0.302], [1.272, -3.511, 1.182], [-0.607, -1.483, -6.391], [4.024, 1.134, -7.465], [-0.649, -3.352, -10.150], [1.097, 2.783, -8.122], [-1.104, -0.830, -4.403], [-2.173, -5.982, -12.579], [2.121, 0.656, -1.778], [-0.128, -2.385, -0.663], [2.992, 0.769, -13.278], [1.299, 3.914, -7.326], [0.210, -0.764, -6.519], [2.614, 4.920, -5.941], [2.597, 0.274, -12.032], [-0.007, 1.309, -10.317], [3.444, 3.043, -6.615], [-0.017, -4.600, -10.331], [3.641, -0.138, -2.312], [4.043, 3.869, -12.322], [4.359, 3.134, -6.023], [1.938, -2.548, 0.495], [0.184, 2.678, -8.700], [-2.008, 1.874, -3.278], [3.639, 2.859, -12.239], [-2.622, -0.067, 0.677], [-0.849, 2.190, -1.532], [2.800, -0.197, -1.611], [-0.126, 2.912, 0.298], [0.147, -2.215, -8.926], [3.256, 2.361, -10.989], [-1.948, -3.288, -7.298], [3.367, 2.999, -10.116], [-2.270, 2.538, 0.565], [3.258, 1.924, -7.412], [-3.096, 0.821, -1.696], [-1.264, 0.422, -2.683], [-2.342, -3.985, -11.772], [-2.653, -0.950, 1.328], [2.711, 1.073, -10.874], [-1.781, -3.033, -10.910], [-2.834, -1.281, -1.003], [0.310, 0.411, -9.766], [-3.542, 1.377, 1.809]], "lumo_ev": -1.24, "e_homo_ev": -7.96, "relative_energy_kcal_mol": 17.44}

---

[4]
{"formula": "C37H37BrCdN9O8PS", "method": "ωB97M-V/def2-TZVPD", "elements": ["H", "Cd", "H", "C", "H", "Br", "C", "H", "C", "H", "C", "C", "H", "C", "O", "O", "H", "C", "H", "H", "H", "C", "C", "C", "H", "H", "C", "P", "H", "H", "C", "C", "C", "H", "C", "O", "O", "C", "C", "H", "N", "H", "C", "H", "C", "H", "C", "C", "C", "N", "N", "C", "H", "H", "O", "C", "C", "H", "C", "H", "C", "C", "H", "S", "O", "H", "H", "H", "N", "N", "H", "H", "N", "C", "H", "H", "H", "C", "H", "H", "C", "C", "N", "C", "C", "O", "H", "N", "N", "H", "O", "C", "C", "C", "H"], "coordinates": [[-2.626, 1.769, 5.483], [0.629, 1.193, 0.306], [-2.870, -4.815, 2.374], [0.241, -0.059, -2.801], [-0.874, 5.206, 7.344], [1.366, 5.897, 5.567], [1.289, -3.001, -5.024], [3.878, -3.014, -1.015], [-1.106, 3.136, -1.719], [-0.404, -6.197, 0.949], [0.211, -4.063, -0.536], [-2.513, 4.569, 6.108], [-3.201, -2.441, 1.558], [4.469, -1.020, 1.645], [2.150, -3.892, -4.876], [0.183, 3.500, 1.281], [2.915, -2.963, 3.380], [-2.062, 1.521, 4.595], [1.302, -6.297, 0.496], [5.108, -0.900, 2.510], [-0.787, -4.475, -0.734], [1.212, -1.978, -3.863], [-0.056, 0.779, 3.530], [3.475, -0.087, 1.382], [-2.600, -1.718, 3.069], [-1.785, -1.381, 1.523], [-0.784, 1.043, 4.701], [0.194, -3.189, 1.945], [-2.444, 4.434, 2.720], [-4.303, 1.307, -0.211], [-0.639, 1.150, -2.785], [-2.961, 4.320, 4.816], [0.303, -0.929, -3.883], [-1.852, 0.633, -4.486], [-4.507, 2.018, 1.817], [1.998, 2.367, 2.406], [2.267, 4.712, 1.725], [2.393, -3.919, 3.266], [-2.401, 2.522, -3.620], [-0.317, -0.822, -4.761], [-0.611, 0.855, 2.346], [2.791, -2.874, -2.784], [-0.401, 5.280, 5.253], [-3.200, 2.709, -4.327], [-2.300, -2.142, 2.101], [-2.416, -4.123, 3.939], [-0.838, 5.084, 3.951], [-2.644, 1.701, 3.323], [3.782, -2.191, -0.323], [-1.426, -3.292, 2.279], [-0.387, 2.025, -1.819], [-3.826, 1.449, 0.751], [-1.306, -5.217, 3.105], [-3.188, 4.382, 6.935], [2.151, 2.881, 0.073], [1.930, -1.180, -1.722], [4.611, -2.094, 0.781], [2.676, -4.343, 2.304], [2.060, -2.079, -2.772], [1.167, -2.166, 4.735], [2.824, -1.201, -0.525], [-2.473, 1.078, 0.884], [-0.177, 5.241, 3.107], [1.681, 3.423, 1.401], [0.579, -2.730, -6.011], [5.366, -2.851, 0.959], [-2.701, 4.341, -2.494], [0.859, -5.949, 2.175], [0.635, -4.350, 0.834], [1.016, -0.215, -1.729], [0.995, 0.530, 3.559], [2.719, -4.596, 4.061], [-4.334, 3.903, 4.713], [-2.030, -4.418, 2.953], [-0.315, 0.918, 5.668], [0.915, -4.501, -1.246], [0.666, -3.731, 5.420], [-1.895, 1.239, 2.231], [-0.849, 3.781, -0.883], [0.183, -2.989, -0.700], [-2.128, 3.430, -2.608], [-2.125, 4.614, 3.738], [0.946, -3.742, 3.338], [-1.649, 1.364, -3.716], [0.553, -3.058, 4.565], [0.542, -1.826, 1.509], [-0.486, -2.736, 4.511], [-4.745, 3.050, 3.894], [2.677, -0.191, 0.325], [-5.526, 2.369, 1.685], [-1.770, 0.563, -0.024], [-1.228, 5.033, 6.336], [-3.947, 2.246, 3.066], [0.590, -5.767, 1.136], [3.295, 0.781, 2.012]], "lumo_ev": 3.72, "e_homo_ev": -2.48, "charge": -2, "relative_energy_kcal_mol": 0.79}

---

[5]
{"formula": "C37H37CoFN6O5S", "method": "ωB97M-V/def2-TZVPD", "elements": ["C", "C", "C", "H", "H", "N", "C", "C", "O", "C", "C", "H", "C", "O", "H", "C", "O", "H", "H", "H", "C", "H", "C", "H", "H", "H", "H", "H", "H", "C", "N", "H", "C", "N", "H", "H", "C", "H", "S", "H", "H", "H", "C", "C", "N", "C", "N", "C", "C", "H", "C", "C", "H", "H", "C", "C", "H", "C", "H", "H", "N", "C", "H", "H", "H", "Co", "H", "C", "O", "C", "C", "C", "H", "O", "H", "F", "C", "C", "C", "C", "C", "C", "H", "H", "H", "H", "C", "C"], "coordinates": [[-6.266, 2.955, 0.643], [-4.044, 3.969, 0.694], [-2.887, -2.119, -0.445], [-5.896, 5.065, 0.790], [-8.185, 1.485, 1.736], [-1.073, -0.972, 0.211], [-3.475, 2.668, 0.756], [-2.504, -2.587, 0.825], [3.701, 0.314, -1.385], [-1.897, -0.329, -2.047], [-0.023, -3.582, -1.889], [-3.076, 7.226, 2.284], [-2.071, 2.481, 0.867], [0.941, 4.490, 0.616], [3.708, -4.836, 0.791], [3.798, -2.717, 1.087], [-1.600, 1.288, 1.072], [-4.609, 6.341, -0.217], [-2.959, 6.958, -0.182], [-8.656, 3.526, -1.190], [2.115, 4.590, -2.238], [-10.685, 2.742, 0.598], [-3.701, 6.396, 0.392], [-0.619, -0.975, 2.967], [-10.253, 4.968, -0.186], [-0.877, -3.465, -2.546], [-1.218, 5.745, 0.456], [-2.825, -0.376, -2.613], [0.053, 2.764, -4.190], [-3.988, 7.135, 1.700], [-9.533, 4.168, 1.654], [-3.876, 0.561, 0.636], [-5.423, 4.098, 0.719], [-3.195, 5.058, 0.604], [-8.980, 5.910, 0.614], [-10.105, 4.654, 2.340], [-0.591, -1.936, 2.452], [-1.675, 0.719, -1.823], [2.771, 0.998, -0.514], [-7.444, 4.722, -0.726], [3.624, -0.596, 1.257], [3.230, 3.801, -0.559], [1.199, 4.284, -3.230], [3.269, -3.871, 0.577], [-7.677, 3.190, 0.669], [-1.832, 4.867, 0.589], [0.476, -2.481, -1.398], [-8.236, 4.081, -0.343], [1.570, -4.972, -0.809], [0.910, 0.948, -2.673], [0.240, 3.491, 0.606], [-4.322, 1.539, 0.672], [-2.995, -3.347, 1.404], [2.033, -5.931, -0.606], [3.200, -1.487, 0.822], [0.755, 2.982, -3.397], [4.679, -2.756, 1.714], [2.063, -1.359, 0.032], [0.001, -5.745, -2.035], [2.464, 5.604, -2.121], [1.522, -0.105, -0.189], [-9.332, 4.902, 0.390], [-3.723, -2.458, -1.028], [-8.761, 1.444, 0.068], [-0.992, -2.708, 3.103], [-0.078, 0.574, 0.349], [-10.327, 2.301, 2.270], [2.131, -3.807, -0.247], [0.662, 2.289, 0.467], [-5.679, 1.704, 0.562], [-1.385, -1.860, 1.194], [1.210, 1.979, -2.556], [-4.720, 6.591, 2.293], [3.341, 1.536, 0.690], [0.827, 5.062, -3.881], [-6.463, 0.595, 0.401], [1.518, -2.553, -0.553], [-9.921, 2.769, 1.375], [-8.595, 2.096, 0.932], [-1.991, -1.127, -0.790], [0.472, -4.868, -1.616], [2.093, 2.307, -1.543], [0.453, -2.167, 2.240], [-4.366, 8.133, 1.488], [-8.468, 3.990, 1.869], [-1.086, -0.727, -2.657], [-1.258, 3.644, 0.717], [2.559, 3.598, -1.378]], "lumo_ev": [-1.13, -1.14], "e_homo_ev": [-4.96, -6.20], "s2": 3.8220, "spin_multiplicity": 4, "relative_energy_kcal_mol": 83.26}

---

no.,F_max (eV/A)
1,2.65
2,1.49
3,3.86
4,1.05
5,2.04